[1]
Here is a 7-piece molecular cluster, C24H35B2IN7O3S overall from OMol25. Energies are from ωB97M-V with the def2-TZVPD basis set.

Last column: Löwdin charge in e.
CARTESIAN COORDINATES (ANGSTROEM)
N: 1.568 7.461 6.216  0.115
B: 0.271 7.881 5.506  -0.666
O: -1.055 7.968 6.151  0.042
S: 0.325 8.282 3.634  0.646
I: 1.064 10.554 3.237  0.782
B: 1.574 7.028 2.955  -0.631
O: 1.061 5.617 2.845  0.028
O: 2.991 7.376 2.584  0.021
H: 1.731 6.416 6.101  0.112
H: 2.392 7.987 5.847  0.088
H: -1.653 7.292 5.681  0.132
H: 1.077 5.313 3.820  0.108
H: 3.523 6.905 3.317  0.146
N: -1.140 3.706 4.206  0.002
C: -0.917 4.209 5.461  -0.159
C: -1.217 3.223 6.374  -0.090
C: -1.630 2.083 5.644  -0.080
C: -1.570 2.409 4.307  -0.106
H: -1.007 4.213 3.340  0.137
H: -0.566 5.223 5.597  0.067
H: -1.145 3.314 7.450  0.092
H: -1.937 1.128 6.049  0.105
H: -1.797 1.830 3.422  0.101
N: -2.501 -0.225 1.409  -0.008
C: -3.310 0.480 0.557  -0.144
C: -2.817 0.330 -0.720  -0.112
C: -1.673 -0.499 -0.635  -0.108
C: -1.503 -0.830 0.691  -0.131
H: -2.622 -0.289 2.412  0.139
H: -4.165 1.028 0.931  0.106
H: -3.236 0.769 -1.616  0.092
H: -1.042 -0.822 -1.453  0.069
H: -0.758 -1.441 1.183  0.110
N: -1.044 -0.652 -4.209  -0.003
C: -1.586 -0.576 -5.466  -0.138
C: -0.980 -1.534 -6.249  -0.113
C: -0.044 -2.214 -5.433  -0.105
C: -0.107 -1.651 -4.178  -0.142
H: -1.297 -0.062 -3.427  0.119
H: -2.352 0.151 -5.696  0.105
H: -1.190 -1.722 -7.294  0.088
H: 0.605 -3.028 -5.730  0.076
H: 0.434 -1.875 -3.269  0.102
N: 0.061 -5.714 -9.329  -0.001
C: 1.119 -6.577 -9.451  -0.138
C: 1.975 -6.352 -8.396  -0.116
C: 1.411 -5.321 -7.607  -0.115
C: 0.228 -4.948 -8.205  -0.140
H: -0.721 -5.653 -9.969  0.149
H: 1.173 -7.274 -10.276  0.107
H: 2.905 -6.874 -8.213  0.080
H: 1.822 -4.897 -6.701  0.082
H: -0.507 -4.203 -7.928  0.094
N: -2.490 5.602 9.738  -0.009
C: -2.267 6.105 10.994  -0.142
C: -2.567 5.119 11.907  -0.108
C: -2.980 3.980 11.176  -0.107
C: -2.920 4.305 9.840  -0.155
H: -2.358 6.109 8.873  0.135
H: -1.917 7.120 11.129  0.105
H: -2.495 5.210 12.983  0.096
H: -3.287 3.024 11.581  0.095
H: -3.148 3.726 8.954  0.096
N: 4.314 -10.930 -7.240  -0.004
C: 3.737 -9.861 -7.875  -0.148
C: 4.382 -9.682 -9.078  -0.120
C: 5.379 -10.682 -9.175  -0.117
C: 5.313 -11.440 -8.028  -0.144
H: 4.044 -11.287 -6.333  0.148
H: 2.920 -9.320 -7.416  0.099
H: 4.157 -8.915 -9.808  0.088
H: 6.070 -10.833 -9.994  0.091
H: 5.891 -12.296 -7.705  0.105

Properties
- Total charge: +1
- LUMO level: -6.81 eV
- HOMO-LUMO gap: 2.024 eV

[2]
Here is C10H27Cl2LaOP2S as an isolated structure from OMol25. Energies are from ωB97M-V with the def2-TZVPD basis set.

Last column: Löwdin charge in e.
CARTESIAN COORDINATES (ANGSTROEM)
C: -1.129 -0.115 -4.150  -0.059
C: 0.244 -0.077 -3.543  -0.960
H: -1.809 -0.075 -3.320  0.074
H: -1.298 -1.053 -4.676  0.098
H: -1.302 0.729 -4.812  0.097
O: 0.446 -0.031 -2.335  -0.104
Cl: 1.498 -0.091 -4.614  0.859
La: 0.578 0.067 1.367  1.301
P: 0.690 -2.800 0.000  0.711
C: -0.326 -4.072 0.874  -0.292
C: 0.484 -3.429 -1.720  -0.273
H: 0.567 -4.528 -1.806  0.076
H: 2.331 -4.558 0.568  0.063
H: 1.239 -2.962 -2.363  0.042
H: 3.010 -3.333 -0.549  0.059
H: -1.370 -3.986 0.548  0.050
H: -0.504 -3.122 -2.084  0.043
C: 2.371 -3.485 0.331  -0.272
H: 0.027 -5.097 0.678  0.065
H: 2.807 -2.940 1.178  0.017
H: -0.288 -3.879 1.953  0.030
P: 0.256 2.841 -0.046  0.690
C: -0.704 4.170 0.797  -0.285
C: 1.957 3.532 0.118  -0.276
H: 0.711 2.920 -2.436  0.044
H: -0.124 4.422 -1.921  0.073
H: -1.028 2.886 -2.099  0.045
C: -0.073 3.328 -1.788  -0.271
H: 2.553 3.230 -0.755  0.059
H: 1.933 4.629 0.180  0.067
H: -0.487 5.170 0.393  0.067
H: -0.467 4.157 1.866  0.044
H: 2.428 3.123 1.023  0.016
H: -1.777 3.967 0.679  0.045
Cl: 3.051 0.184 2.247  -0.205
C: -0.646 -0.229 4.128  -0.353
S: -1.657 -0.939 2.728  0.663
C: -2.986 0.329 2.541  -0.314
H: 0.421 -0.012 3.886  -0.021
H: -0.704 -1.066 4.842  0.067
H: -1.166 0.651 4.525  0.063
H: -3.862 -0.331 2.558  0.053
H: -2.956 0.984 3.417  0.056
H: -2.939 0.893 1.594  0.048

Properties
- Total charge: +2
- LUMO level: -7.12 eV
- HOMO-LUMO gap: 8.935 eV

[3]
Here is a 2-piece molecular cluster, C4H9NO2 overall from OMol25. Energies are from ωB97M-V with the def2-TZVPD basis set.

Last column: Löwdin charge in e.
CARTESIAN COORDINATES (ANGSTROEM)
C: -2.648 0.515 -0.214  -0.127
N: -1.789 -0.478 0.404  -0.124
C: -1.675 -0.471 1.665  -0.049
C: 1.275 -0.069 0.712  -0.176
O: 0.815 -0.520 -0.446  -0.014
O: 2.541 0.282 0.575  -0.132
C: 3.209 0.155 -0.692  -0.075
H: -3.063 1.233 0.510  0.074
H: -3.469 0.014 -0.736  0.079
H: -2.065 1.062 -0.962  0.080
H: -0.141 -0.731 -0.294  0.044
H: -1.000 -1.177 2.145  0.069
H: -2.214 0.237 2.308  0.084
H: 4.204 0.572 -0.539  0.089
H: 2.675 0.710 -1.467  0.087
H: 3.274 -0.896 -0.984  0.089

Properties
- Total charge: 0
- LUMO level: 1.08 eV
- HOMO-LUMO gap: 9.798 eV
- Relative energy (zero: lowest compared OMol25 entry of this formula, charge and spin): 85.7 kcal/mol

[4]
Here is C29H31N6OPbSSe as an isolated structure from OMol25. Energies are from ωB97M-V with the def2-TZVPD basis set.

Last column: Löwdin charge in e.
CARTESIAN COORDINATES (ANGSTROEM)
Pb: 0.850 1.006 2.572  1.218
S: -1.065 5.828 -3.838  1.250
N: 0.345 5.326 -3.205  -0.131
C: 0.053 4.733 -2.067  -0.252
C: 1.001 4.033 -1.218  -0.071
C: 2.336 3.889 -1.590  0.073
C: 3.171 3.151 -0.782  0.024
C: 2.618 2.560 0.340  -0.103
N: 1.337 2.701 0.713  -0.001
C: 0.526 3.450 -0.046  -0.131
C: -1.518 2.769 1.373  -0.407
N: -2.504 3.208 2.175  0.214
C: -3.606 3.772 1.931  -0.012
C: -4.112 3.954 0.557  0.078
C: -3.327 4.137 -0.518  0.045
C: -1.878 4.201 -0.605  0.032
C: -1.344 4.744 -1.768  -0.274
N: -2.079 5.352 -2.745  -0.169
H: 2.692 4.358 -2.500  0.146
H: 4.217 3.013 -1.015  0.139
H: 3.235 1.928 0.971  0.107
H: -4.196 4.136 2.769  0.155
H: -5.187 4.018 0.423  0.143
H: -3.825 4.342 -1.457  0.134
C: -0.661 5.162 1.280  0.077
C: -0.876 3.813 0.467  -0.219
O: -1.121 1.609 1.445  -0.134
H: -0.183 5.893 0.630  0.117
H: -0.009 4.957 2.128  0.117
H: -1.598 5.573 1.644  0.105
C: 0.773 -5.473 1.295  -0.080
C: -0.470 -4.615 1.529  -0.230
C: -0.742 -4.305 3.011  -0.160
C: -0.208 -2.947 3.459  -0.131
N: 1.258 -2.854 3.307  -0.002
C: 1.949 -2.262 2.321  -0.634
Se: 1.247 -1.122 0.979  0.673
N: 3.241 -2.601 2.407  0.006
C: 4.282 -2.309 1.404  -0.133
C: 4.224 -3.259 0.213  -0.179
C: 4.676 -4.689 0.507  -0.246
C: 6.182 -4.801 0.727  -0.089
C: 3.398 -3.466 3.492  -0.143
C: 4.528 -4.090 4.016  0.020
C: 4.330 -4.874 5.130  -0.025
C: 3.056 -5.031 5.711  -0.027
C: 1.942 -4.408 5.195  0.019
C: 2.146 -3.618 4.064  -0.148
H: 0.961 -5.614 0.231  0.084
H: 0.648 -6.461 1.740  0.090
H: 1.671 -5.033 1.736  0.048
H: -1.338 -5.122 1.109  0.116
H: -0.382 -3.679 0.968  0.073
H: -0.313 -5.087 3.642  0.112
H: -1.813 -4.304 3.217  0.126
H: -0.437 -2.745 4.505  0.134
H: -0.646 -2.158 2.848  0.086
H: 5.235 -2.358 1.927  0.124
H: 4.136 -1.281 1.077  0.092
H: 4.859 -2.825 -0.565  0.128
H: 3.204 -3.256 -0.184  0.096
H: 4.382 -5.316 -0.335  0.118
H: 4.133 -5.088 1.369  0.091
H: 6.726 -4.602 -0.197  0.086
H: 6.457 -5.799 1.063  0.086
H: 6.548 -4.094 1.477  0.058
H: 5.507 -3.982 3.571  0.115
H: 5.174 -5.384 5.572  0.125
H: 2.951 -5.657 6.587  0.125
H: 0.968 -4.532 5.646  0.125

Properties
- Total charge: +3
- LUMO level: -11.57 eV
- HOMO-LUMO gap: 4.203 eV
- Relative energy (zero: lowest compared OMol25 entry of this formula, charge and spin): 13.2 kcal/mol

Results for molar mass: 650.2 467.2 103.1 797.8 (in g/mol, following the order of the records).
Results for maximum force: 0.0980 0.0511 0.0102 0.0084 (in hartree/bohr, following the order of the records).
Results for energy: -62310.9576 -68160.7615 -9876.3464 -122968.5131 (in eV, following the order of the records).